1.
C2H8BClFN2O3Si | ωB97M-V/def2-TZVPD

XYZ file:
```
19
Properties=species:S:1:pos:R:3:nbo_charge:R:1
Cl -4.7804 -1.1682 -0.7718 -0.96
Si 0.2624 -0.3526 -0.5166 1.20
F 1.4734 2.2744 1.9468 -0.38
O 2.2841 -1.7834 -2.0598 -0.31
O -2.5472 -0.6127 -1.1179 -0.78
O 0.5220 -2.0626 -0.8698 -0.68
N 1.1723 -2.1779 -2.0907 0.39
N -2.2713 0.4443 1.0427 -1.09
C 1.4096 0.0637 0.9464 -0.92
C 1.9075 1.5364 0.8386 0.06
B -1.6833 -0.1401 -0.1589 0.61
H -2.4830 1.4318 0.9663 0.39
H -2.0076 -0.9115 -1.8722 0.47
H 3.0084 1.5442 0.8743 0.16
H 1.5694 1.9786 -0.1112 0.16
H 0.9708 -0.1797 1.9237 0.25
H 0.6491 0.4645 -1.6828 -0.19
H -1.7558 0.2330 1.8888 0.37
H 2.2996 -0.5820 0.8241 0.24
```

Its charge is -1. The calculation puts the total energy at -1290.65212 Ha. Its HOMO-LUMO gap is 4.76 eV. For the lowest unoccupied orbital energy, the calculation gives 2.24 eV. As for the HOMO energy: -2.523 eV. The value obtained for the molecular weight is 201.45 g/mol.

=====

2.
C2H8BaFO2V | ωB97M-V/def2-TZVPD

XYZ file:
```
15
Properties=species:S:1:pos:R:3:nbo_charge:R:1
Ba -2.0737 2.9696 2.3903 1.99
V -1.7061 -0.2160 -1.2856 2.13
F -2.1399 1.2514 0.1609 -0.75
O -0.6846 -1.2807 0.5017 -0.66
O 0.4004 0.5517 -1.2523 -0.71
C 0.8292 1.6460 -0.5617 -0.31
C 0.2497 -2.3308 0.4053 -0.33
H 1.2559 -2.0208 0.1231 0.25
H -0.5807 -0.8623 1.3594 0.54
H 0.9619 1.4898 0.5089 0.19
H 1.1795 0.2735 -1.7393 0.58
H 1.8134 1.9896 -0.8801 0.29
H 0.3118 -2.9254 1.3168 0.31
H -0.0364 -3.0735 -0.3394 0.25
H 0.2198 2.5378 -0.7079 0.21
```

Its charge is +4. The calculation puts the total energy at -1298.92305 Ha. Its HOMO-LUMO gap is 5.94 eV. For the lowest unoccupied orbital energy, the calculation gives -20.76 eV. As for the HOMO energy: -26.704 eV. The value obtained for the molecular weight is 271.35 g/mol.

=====

3.
C2H8CaIO2 | ωB97M-V/def2-TZVPD

XYZ file:
```
14
Properties=species:S:1:pos:R:3:lowdin_charge:R:1
I 20.8489 10.4300 -14.4378 1.02
Ca 19.8400 12.2791 -14.0846 1.01
O 21.9120 9.0077 -12.5172 -0.25
O 18.8410 9.1031 -13.1547 -0.23
C 23.2283 9.5533 -12.5947 -0.18
C 18.9324 7.9064 -13.8955 -0.18
H 21.3910 9.4744 -13.1748 -0.34
H 23.6922 9.6572 -11.6138 0.10
H 23.0840 10.6021 -12.8540 0.02
H 23.7632 9.0819 -13.4192 0.09
H 18.0021 7.4051 -14.1631 0.09
H 19.3857 7.0917 -13.3308 0.09
H 19.6461 8.0861 -14.6996 0.03
H 19.3404 9.7649 -13.6387 -0.27
```

Its charge is +1. The calculation puts the total energy at -1206.27449 Ha. Its HOMO-LUMO gap is 7.62 eV. For the lowest unoccupied orbital energy, the calculation gives -5.63 eV. As for the HOMO energy: -13.249 eV. The value obtained for the molecular weight is 231.07 g/mol.

=====

4.
C2H8Cl2N2Si | ωB97M-V/def2-TZVPD

XYZ file:
```
15
Properties=species:S:1:pos:R:3:nbo_charge:R:1
Cl -2.4473 -1.3067 -0.9610 -0.30
Cl 3.7014 -0.9493 -0.8107 -0.90
Si -0.6743 -0.9620 -0.0918 1.78
N 0.5881 1.3002 0.8446 -0.68
N -0.5333 0.7597 0.0857 -0.68
C -1.5644 1.8075 -0.0760 -0.42
C 0.8544 -2.0240 -0.0886 -1.16
H -2.4853 1.8475 0.6438 0.21
H 0.7713 -2.6777 -0.9622 0.29
H 1.3620 1.4071 0.1325 0.41
H 1.7871 -1.5632 0.0488 0.35
H -1.0853 2.7854 -0.1906 0.24
H 0.8620 0.8391 1.6904 0.38
H 0.8385 -2.7215 0.8033 0.28
H -1.9750 1.4578 -1.0685 0.20
```

The calculation puts the total energy at -1400.33125 Ha. Its HOMO-LUMO gap is 5.31 eV. For the lowest unoccupied orbital energy, the calculation gives -2.14 eV. As for the HOMO energy: -7.456 eV. The value obtained for the molecular weight is 159.09 g/mol.

=====

5.
C2H8Cl2N2Si | ωB97M-V/def2-TZVPD

XYZ file:
```
15
Properties=species:S:1:pos:R:3:nbo_charge:R:1
Cl 3.5995 0.9359 0.9629 -0.40
Cl 1.8977 0.3021 -1.9515 -0.39
Si 1.9184 0.0780 0.0273 1.16
N -0.8161 1.2455 0.5809 -0.24
N -0.7009 2.5109 0.7395 -0.56
C 1.6700 -1.7761 0.5377 -1.15
C -1.4252 0.8005 -0.6344 -0.47
H -2.4892 0.9203 -0.7191 0.21
H 1.6935 -1.6397 1.6452 0.24
H 0.7398 -2.3163 0.4301 0.25
H -0.9725 1.4274 -1.5120 0.17
H -1.0986 -0.3240 -0.6373 0.22
H -0.2454 2.6611 1.6600 0.37
H -0.3854 3.1855 0.0736 0.35
H 2.4424 -2.6306 0.2866 0.25
```

The calculation puts the total energy at -1400.34255 Ha. Its HOMO-LUMO gap (alpha / beta) is 7.15 / 7.71 eV. For the lowest unoccupied orbital energy (alpha / beta), the calculation gives -0.42 / 0.45 eV. As for the HOMO energy (alpha / beta): -7.563 / -7.255 eV. The value obtained for the molecular weight is 159.09 g/mol.

=====

6.
C2H8IN2 | ωB97M-V/def2-TZVPD

XYZ file:
```
13
Properties=species:S:1:pos:R:3:nbo_charge:R:1
I 2.8650 0.1140 -0.0011 0.22
N -0.0869 0.1941 -0.6337 -0.60
N 0.7603 -2.0973 -0.1455 -0.84
C -0.2709 1.5294 -0.0759 -0.48
C 0.8360 -0.7694 0.1459 0.12
H 0.5797 -0.1269 2.0063 0.04
H -0.1472 -2.4489 -0.1739 0.41
H 0.5760 2.2546 -0.4412 0.26
H -0.9343 -0.1324 -1.0507 0.45
H 1.5301 -2.6562 0.1275 0.44
H 0.0589 1.3166 0.9836 0.26
H 0.5800 0.3298 -1.4745 0.46
H -1.3399 1.8734 -0.2720 0.26
```

Its charge is +1. The calculation puts the total energy at -487.78674 Ha. Its HOMO-LUMO gap (alpha / beta) is 8.41 / 8.42 eV. For the lowest unoccupied orbital energy (alpha / beta), the calculation gives -4.72 / -4.72 eV. As for the HOMO energy (alpha / beta): -13.126 / -13.134 eV. The value obtained for the molecular weight is 187.00 g/mol.

=====

7.
C2H8N | ωB97M-V/def2-TZVPD

XYZ file:
```
11
Properties=species:S:1:pos:R:3:nbo_charge:R:1
N -0.8541 1.5487 0.0179 -0.86
C 0.8352 -1.2289 0.6347 -0.41
C 0.5720 -1.2593 -0.6665 -0.41
H -1.3383 0.6675 -0.1318 0.46
H -0.9421 2.1827 -0.7750 0.46
H 1.3109 -1.4337 -1.4377 0.23
H 0.1674 -1.3964 1.4780 0.21
H 1.8632 -1.1574 0.9755 0.22
H -1.3195 2.0154 0.8067 0.46
H -0.4332 -1.3043 -1.0657 0.18
H 0.1385 1.3656 0.1640 0.47
```

Its charge is +1. The calculation puts the total energy at -135.45532 Ha. Its HOMO-LUMO gap is 10.27 eV. For the lowest unoccupied orbital energy, the calculation gives -4.24 eV. As for the HOMO energy: -14.513 eV. The value obtained for the molecular weight is 46.09 g/mol.

=====

8.
C2H8N2 | ωB97M-V/def2-TZVPD

XYZ file:
```
12
Properties=species:S:1:pos:R:3:nbo_charge:R:1
N -0.9039 0.7980 1.7246 -0.82
N 1.0517 -0.3246 -1.5107 -0.82
C 0.0270 -0.6856 -0.5127 -0.25
C 0.2943 0.3485 0.8737 -0.19
H -0.9647 0.0514 2.4839 0.36
H 0.9130 -0.7494 -2.3690 0.35
H -1.6536 0.7747 1.0965 0.35
H -0.1061 -1.8456 -0.4220 0.18
H 1.2343 0.1349 1.3660 0.21
H 0.3138 1.1938 -0.1402 0.14
H -0.9052 -0.3863 -0.8935 0.15
H 0.6994 0.6902 -1.6967 0.33
```

The calculation puts the total energy at -190.40205 Ha. As for the SMILES: NCCN. Its HOMO-LUMO gap is 10.11 eV. For the lowest unoccupied orbital energy, the calculation gives 1.06 eV. As for the HOMO energy: -9.052 eV. The value obtained for the molecular weight is 60.10 g/mol.

=====

9.
C2H8N2 | ωB97M-V/def2-TZVPD

XYZ file:
```
12
Properties=species:S:1:pos:R:3:nbo_charge:R:1
N 3.0246 -1.3961 -1.0850 -0.59
N -2.3399 1.5220 1.0670 -0.84
C 3.7730 -2.3961 -1.2710 -0.05
C -3.7474 1.9276 1.0471 -0.42
H -2.3619 0.5139 1.0117 0.35
H -4.3946 1.1086 0.7405 0.18
H -1.7767 1.7098 0.2431 0.36
H 3.6471 -2.9227 -2.2174 0.16
H 4.4223 -2.8773 -0.5406 0.15
H -4.0145 2.4167 1.9821 0.19
H -4.0079 2.7179 0.3235 0.19
H 3.1209 -1.0056 -0.1488 0.33
```

The calculation puts the total energy at -190.45172 Ha. As for the SMILES: C=N.CN. Its HOMO-LUMO gap is 10.58 eV. For the lowest unoccupied orbital energy, the calculation gives 1.19 eV. As for the HOMO energy: -9.385 eV. The value obtained for the molecular weight is 60.10 g/mol.

=====

10.
C2H8N2 | ωB97M-V/def2-TZVPD

XYZ file:
```
12
Properties=species:S:1:pos:R:3:nbo_charge:R:1
N 2.2200 0.0670 -0.3651 -0.86
N 1.9606 -2.2231 -0.9262 -0.66
C -2.8172 1.3242 0.2985 -0.85
C 1.9314 -1.2659 -0.0964 0.28
H -3.8342 1.5013 0.6459 0.21
H -2.8463 0.5957 -0.5016 0.22
H -2.4128 2.2348 -0.1490 0.21
H 1.6150 0.5197 -1.0153 0.39
H 1.9886 -3.0685 -0.3615 0.34
H -2.2051 1.0548 1.1551 0.21
H 1.8165 -1.4394 0.9823 0.12
H 2.5834 0.6994 0.3334 0.39
```

The calculation puts the total energy at -190.47909 Ha. As for the SMILES: [H]/N=C/N.C. Its HOMO-LUMO gap is 10.35 eV. For the lowest unoccupied orbital energy, the calculation gives 0.81 eV. As for the HOMO energy: -9.548 eV. The value obtained for the molecular weight is 60.10 g/mol.